{"formula": "C26H39LaO6Si", "method": "ωB97M-V/def2-TZVPD", "elements": ["C", "C", "C", "C", "H", "H", "C", "H", "H", "C", "H", "H", "C", "C", "C", "O", "O", "O", "O", "C", "H", "H", "H", "C", "H", "H", "H", "O", "H", "H", "C", "C", "H", "H", "H", "H", "H", "H", "La", "C", "C", "C", "H", "C", "C", "H", "H", "H", "H", "C", "C", "C", "H", "C", "C", "H", "H", "H", "H", "C", "Si", "C", "C", "O", "H", "H", "H", "H", "H", "H", "H", "H", "H"], "positions_angstrom": [[5.1694, -4.4440, -0.9870], [4.5301, -3.0517, -1.1569], [4.6384, -5.0336, 0.3281], [3.9245, -3.8864, 1.0946], [5.4796, -5.4318, 0.8991], [3.9593, -5.8610, 0.1034], [4.3256, -2.5579, 0.2520], [3.5773, -3.1563, -1.6976], [5.2019, -2.4097, -1.7384], [3.7759, -1.1029, 0.2969], [5.3419, -2.4081, 0.6568], [4.4097, -3.7711, 2.0773], [2.5150, -4.2348, 1.3733], [4.8571, -5.3169, -2.1936], [6.7100, -4.4552, -0.9894], [7.3866, -5.2400, -0.3545], [3.7445, -5.3732, -2.7100], [5.9200, -5.9990, -2.6392], [7.2634, -3.5244, -1.7849], [8.6889, -3.6703, -1.8471], [9.0090, -2.9132, -2.5572], [8.9434, -4.6771, -2.1903], [9.1400, -3.5083, -0.8637], [5.6569, -6.8010, -3.7912], [4.8827, -7.5480, -3.5816], [6.6083, -7.2789, -4.0100], [5.3341, -6.1721, -4.6287], [2.4151, -0.8357, 0.2093], [4.2183, -0.5690, -0.5654], [4.1975, -0.5718, 1.1729], [1.9090, -3.6124, 2.5776], [1.6468, -4.5465, 0.2174], [1.2653, -5.5811, 0.1913], [2.1931, -4.4361, -0.7292], [0.7506, -3.9015, 0.2360], [0.8941, -3.2562, 2.3514], [2.5355, -2.7728, 2.9134], [1.8289, -4.2786, 3.4498], [0.6367, 0.0644, -0.0520], [1.1246, 2.2957, 1.6934], [2.4206, 1.7094, 1.6588], [2.9363, 1.8594, 0.3391], [2.9314, 1.2470, 2.5061], [1.9565, 2.5072, -0.4632], [0.8385, 2.8083, 0.3764], [-0.0663, 3.3479, 0.0920], [0.4799, 2.3669, 2.5742], [3.9176, 1.5390, -0.0026], [2.0532, 2.7144, -1.5287], [-0.3150, -2.0002, -1.9594], [-0.9642, -0.7506, -2.1893], [0.0000, 0.1628, -2.7209], [-2.0026, -0.5287, -1.9546], [1.2527, -0.5202, -2.7983], [1.0536, -1.8634, -2.3504], [1.7912, -2.6701, -2.4074], [-0.7910, -2.9161, -1.5995], [-0.1769, 1.1982, -3.0113], [2.1894, -0.1115, -3.1874], [-2.6642, 1.9668, -0.5202], [-2.5409, 0.9791, 1.1092], [-2.4965, 2.2838, 2.4710], [-4.0931, -0.0612, 1.3206], [-1.2575, -0.0068, 1.1963], [-3.4468, 2.7262, -0.3710], [-2.9743, 1.3528, -1.3759], [-1.7633, 2.5201, -0.8219], [-3.3836, 2.9305, 2.4042], [-2.5078, 1.7915, 3.4545], [-1.6091, 2.9290, 2.4243], [-4.1535, -0.8424, 0.5558], [-4.0605, -0.5485, 2.3011], [-4.9944, 0.5594, 1.2651]], "forces_ev_per_angstrom": [[1.1, -0.3, -1.1], [0.0, -0.2, -0.5], [0.1, 0.1, -0.1], [-0.9, 0.4, 0.5], [-0.2, -0.1, -0.1], [-0.1, 0.3, 0.3], [0.9, 0.1, 0.4], [0.4, 0.0, 0.3], [-0.3, 0.0, -0.1], [-0.4, 0.0, 0.1], [0.3, 0.2, -0.2], [0.1, 0.1, -0.3], [0.7, -0.7, 0.5], [-2.5, 0.7, 0.0], [-0.2, -0.1, 1.3], [-0.2, 0.6, -0.4], [1.9, -0.3, 0.4], [-0.2, -0.5, -0.6], [0.5, -0.3, 0.0], [-0.2, 0.2, -0.1], [0.1, 0.0, 0.0], [0.0, 0.2, 0.0], [-0.1, 0.0, -0.2], [0.0, 0.0, 0.0], [0.2, 0.2, 0.0], [0.0, -0.1, -0.1], [0.0, -0.2, 0.2], [3.8, -3.2, 1.0], [0.4, -0.3, 0.0], [-0.1, -0.3, 0.1], [0.2, -0.1, 0.0], [-0.1, -0.2, -0.1], [-0.3, -0.2, -0.1], [-0.4, 0.1, -0.1], [-0.1, 0.1, -0.4], [-0.2, 0.3, 0.2], [-0.2, 0.3, 0.2], [-0.3, 0.0, 0.2], [-1.9, 1.0, -0.6], [0.3, 0.5, -0.7], [-0.2, 0.7, -0.5], [-0.4, 0.6, 0.3], [-0.2, 0.1, -0.4], [0.2, 0.2, 0.7], [0.2, 0.1, 0.7], [0.3, -0.2, 0.1], [0.3, -0.1, -0.5], [-0.4, -0.1, 0.1], [-0.1, 0.1, 0.3], [0.4, 0.5, -0.4], [0.3, -0.1, -0.5], [-0.1, -0.5, -0.1], [0.2, -0.1, -0.1], [-0.5, -0.7, -0.2], [-0.6, 0.6, -0.5], [-0.4, 0.5, 0.3], [0.3, 0.4, 0.0], [0.0, -0.2, 0.1], [-0.3, -0.1, 0.2], [-0.4, 0.1, -0.1], [1.3, -0.7, 0.0], [-0.3, 0.1, 0.2], [-0.3, 0.3, 0.0], [-1.7, 0.6, 0.6], [0.0, -0.1, -0.1], [0.1, 0.1, 0.2], [-0.1, -0.3, 0.2], [0.1, 0.0, 0.1], [0.0, 0.1, -0.2], [-0.2, -0.2, -0.1], [0.0, 0.1, 0.1], [0.0, 0.0, -0.1], [-0.1, -0.1, 0.0]], "charge": -2, "multiplicity": 1, "gap_ev": [2.252, 2.253]}